ORCA calculation (wB97M-V/def2-TZVPD) on a molecular structure, C5H8O.

Calculated values
Energy relative to the best compared isomer or geometry (same formula, charge and spin) in kcal per mole: 75.2

Last column: Mulliken charge in e.
Atoms and positions in Å:
C -1.72 0.54 0.06  -0.514
C -2.69 -0.34 0.29  -0.400
C 1.73 0.63 -0.58  -0.370
C 1.45 -0.85 -0.56  -0.156
O 1.64 -0.82 0.89  -0.366
C 1.88 0.53 0.74  -0.289
H -1.53 0.95 -0.93  0.252
H -1.05 0.88 0.85  0.188
H -2.86 -0.74 1.29  0.232
H -3.34 -0.69 -0.50  0.233
H 0.43 -1.16 -0.80  0.226
H 2.19 -1.50 -1.03  0.245
H 2.10 1.15 1.60  0.382
H 1.79 1.41 -1.33  0.338